This record from the OMol25 dataset describes a structure of composition C42H44Br2CaGeN6. The level of theory is ωB97M-V with the def2-TZVPD basis set.

Last column: Löwdin charge in e.
Atoms and positions in Å:
Ca: -0.746630 -0.494193 0.105859  1.100
C: -0.960285 -0.847265 -5.670727  -0.059
C: -0.899834 -0.160051 -4.520972  -0.067
N: -1.312315 -0.817332 -3.246751  -0.117
C: -0.779712 -2.261357 -3.186341  -0.085
C: -1.019089 -2.936043 -4.415002  -0.204
C: -1.190521 -2.232547 -5.641040  0.006
C: -1.017871 -4.328660 -4.465888  -0.020
C: -0.846174 -5.048288 -3.289283  -0.054
C: -0.548417 -4.389439 -2.126908  -0.015
C: -0.387418 -2.961237 -2.010440  -0.265
N: -0.018179 -2.395729 -0.839342  -0.089
C: 0.618666 -3.170139 0.162109  -0.285
C: 1.519537 -4.179713 -0.087462  -0.069
C: 2.174422 -4.890836 0.939599  -0.054
C: 1.953664 -4.592193 2.248437  -0.030
C: 1.063435 -3.542537 2.570203  -0.145
C: 0.822339 -3.154236 3.909970  0.020
C: -0.033213 -2.136262 4.196875  -0.029
C: -0.667313 -1.484779 3.129402  -0.137
N: -0.478726 -1.818456 1.871094  -0.055
C: 0.394501 -2.838611 1.549396  -0.165
H: -0.774916 -0.318917 -6.598707  0.129
H: -0.526820 0.846157 -4.423101  0.114
H: -1.337641 -2.798669 -6.552300  0.122
H: -1.176936 -4.818073 -5.419521  0.120
H: -0.944124 -6.126674 -3.283377  0.118
H: -0.449576 -4.963859 -1.217381  0.114
H: 1.748165 -4.439313 -1.112630  0.110
H: 2.865633 -5.681276 0.672290  0.114
H: 2.453878 -5.132718 3.044247  0.120
H: 1.346301 -3.675749 4.704501  0.129
H: -0.213621 -1.812343 5.211511  0.116
H: -1.341270 -0.653968 3.319790  0.112
C: -4.081440 0.174539 -0.017439  -0.176
C: -3.870458 -1.319806 0.189856  -0.194
N: -2.906329 -1.812275 -0.806617  -0.095
C: -3.421252 -1.910892 -2.178173  -0.146
C: -2.856857 -0.917706 -3.195610  -0.031
N: -0.897604 0.033679 -2.136382  -0.111
C: -1.368403 1.456124 -2.138011  -0.150
C: -2.593103 1.782170 -1.241347  -0.169
N: -2.785453 0.884904 -0.083706  -0.136
H: -4.719751 0.575991 0.768574  0.128
H: -4.615658 0.327247 -0.958105  0.109
H: -4.836504 -1.834467 0.146148  0.124
H: -3.446943 -1.506513 1.181808  0.114
H: -2.544036 -2.712179 -0.520654  0.108
H: -4.505301 -1.746921 -2.199415  0.133
H: -3.254214 -2.917083 -2.556350  0.126
H: -3.149532 -1.241356 -4.188711  0.133
H: -3.222366 0.095586 -3.049537  0.111
H: 0.130763 0.039664 -2.189740  -0.006
H: -1.592074 1.821303 -3.138055  0.113
H: -0.517651 2.032546 -1.772388  0.100
H: -3.499351 1.785332 -1.844506  0.105
H: -2.451340 2.806972 -0.905562  0.127
H: -2.648732 1.420093 0.770231  0.059
Br: 2.172229 -0.517693 -3.198276  0.748
C: 3.120166 -1.581263 -1.883830  -0.970
Br: 3.026720 -0.843585 -0.125064  0.737
H: 4.154623 -1.626516 -2.183253  0.007
H: 2.655992 -2.555253 -1.861125  -0.024
C: -1.217363 2.655328 2.380733  -0.297
Ge: 0.360325 1.694602 1.558726  0.817
C: 1.467278 1.311098 3.162064  -0.360
C: 0.937693 1.271560 4.456173  -0.147
C: 1.730266 0.955080 5.559331  -0.099
C: 3.077927 0.665358 5.386749  -0.098
C: 3.628360 0.705169 4.109017  -0.087
C: 2.829735 1.026212 3.015511  -0.141
C: 1.357495 3.138220 0.612687  -0.278
C: 1.744053 2.858064 -0.677948  -0.182
C: 2.351380 3.820632 -1.527587  -0.088
C: 2.542640 5.090269 -1.076333  -0.041
C: 2.190699 5.440580 0.256221  -0.166
C: 2.407636 6.755933 0.743753  -0.041
C: 2.116454 7.079008 2.035877  -0.080
C: 1.617382 6.089349 2.915767  -0.071
C: 1.386567 4.819823 2.469587  -0.039
C: 1.632840 4.456792 1.115615  -0.163
H: -0.956199 3.225805 3.275851  0.005
H: -2.014616 1.957712 2.680423  -0.008
H: -1.635379 3.367396 1.657865  0.013
H: -0.113467 1.502766 4.618217  0.087
H: 1.297846 0.945557 6.555009  0.101
H: 3.699306 0.426467 6.241922  0.100
H: 4.684110 0.497745 3.967628  0.102
H: 3.285761 1.082970 2.029223  0.056
H: 1.603231 1.849270 -1.063652  0.018
H: 2.657359 3.543755 -2.532090  0.098
H: 2.984095 5.846767 -1.717739  0.112
H: 2.822729 7.498700 0.070491  0.111
H: 2.283007 8.087036 2.396479  0.104
H: 1.429372 6.340606 3.952713  0.104
H: 1.045402 4.057036 3.158845  0.083

Forces on atoms 1 to 6 (eV/Å):
Ca -0.7 0.6 0.0
C -0.1 -0.3 -0.3
C 0.0 0.1 0.4
N -0.1 0.0 0.2
C -0.3 0.2 0.1
C -0.1 0.2 -0.1

Its expectation value of S² is 0.80. The relative energy (zero: lowest compared OMol25 entry of this formula, charge and spin) is 4.279 eV. The spin multiplicity is 2. The LUMO energy (alpha / beta) comes out at -0.0891 / -0.1626 hartree. The total charge is +1. For the frontier orbital gap (alpha / beta), the calculation gives 0.240 / 0.166 hartree.

---

This record from the OMol25 dataset describes a structure of composition C42H44ClNO4P2RuSi. The level of theory is ωB97M-V with the def2-TZVPD basis set.

Last column: Löwdin charge in e.
Atoms and positions in Å:
Ru: -0.208856 0.000512 -0.029830  0.763
N: 2.321185 -1.542509 -0.369325  -0.329
P: 1.372069 -1.447533 1.011862  0.881
C: 2.552094 -1.217356 2.368848  -0.347
C: 3.659361 -0.393649 2.162999  -0.104
C: 4.538174 -0.135894 3.202876  -0.065
C: 4.315609 -0.694797 4.455397  -0.065
C: 3.221581 -1.521998 4.662344  -0.063
C: 2.340886 -1.786152 3.622509  -0.085
C: 0.634543 -3.064602 1.342168  -0.374
C: -0.661140 -3.108361 1.852822  -0.096
C: -1.265913 -4.329339 2.118083  -0.063
C: -0.582902 -5.508665 1.859543  -0.064
C: 0.705530 -5.470530 1.340137  -0.063
C: 1.315396 -4.252455 1.086341  -0.083
P: 1.445088 -0.638279 -1.522971  0.907
C: 2.646455 0.529071 -2.212721  -0.355
C: 2.232181 1.635260 -2.955942  -0.096
C: 3.170680 2.529492 -3.448320  -0.059
C: 4.523190 2.332346 -3.206681  -0.065
C: 4.940809 1.234630 -2.468266  -0.068
C: 4.006448 0.337767 -1.970953  -0.094
C: 1.138765 -1.896065 -2.791986  -0.336
C: 1.661420 -1.807823 -4.076779  -0.065
C: 1.400622 -2.811259 -4.999083  -0.061
C: 0.612193 -3.896994 -4.645027  -0.069
C: 0.084808 -3.985883 -3.362963  -0.067
C: 0.349060 -2.988968 -2.436597  -0.096
H: 3.041656 -2.224721 -0.565085  0.087
H: 3.841287 0.029118 1.181695  0.085
H: 5.400824 0.495994 3.036350  0.111
H: 5.002839 -0.494121 5.266491  0.111
H: 3.056509 -1.970738 5.632856  0.111
H: 1.494651 -2.442154 3.787907  0.108
H: -1.197429 -2.183731 2.032739  0.080
H: -2.271344 -4.359630 2.516952  0.110
H: -1.055441 -6.461363 2.058623  0.111
H: 1.235239 -6.391315 1.135059  0.111
H: 2.321756 -4.235315 0.684030  0.108
H: 1.180036 1.788226 -3.148654  0.092
H: 2.841234 3.383740 -4.025045  0.112
H: 5.251269 3.032471 -3.594664  0.110
H: 5.993805 1.074047 -2.278161  0.109
H: 4.350202 -0.505075 -1.386221  0.092
H: 2.257686 -0.951603 -4.364638  0.110
H: 1.809213 -2.740399 -5.998295  0.111
H: 0.407226 -4.674969 -5.368638  0.110
H: -0.530427 -4.831582 -3.084394  0.109
H: -0.066775 -3.059666 -1.436509  0.095
C: 2.008803 2.548089 0.611147  -0.055
O: 0.708799 2.054267 0.926159  -0.311
C: 0.314870 2.334066 2.274579  -0.155
C: -0.084245 1.047930 2.949909  -0.162
O: -1.059898 0.354918 2.156910  -0.333
C: -2.339872 0.256464 2.792925  -0.055
H: 2.049074 3.623710 0.798908  0.103
H: 2.184552 2.360361 -0.443052  0.071
H: 2.772409 2.046816 1.210556  0.082
H: -0.513679 3.040375 2.248384  0.104
H: 1.143694 2.789438 2.821619  0.143
H: -0.490156 1.244932 3.943796  0.141
H: 0.779715 0.393888 3.056855  0.093
H: -2.684823 1.241514 3.106098  0.096
H: -2.263165 -0.397724 3.664936  0.103
H: -3.037416 -0.160294 2.073695  0.071
C: -1.662731 5.682720 1.650343  -0.075
C: -0.821772 5.382983 0.585254  -0.074
C: -0.976973 4.188700 -0.101963  -0.123
C: -1.958614 3.263324 0.263740  -0.325
C: -2.807861 3.595250 1.322335  -0.120
C: -2.666311 4.793764 2.009706  -0.076
Si: -2.050958 1.654209 -0.701309  0.789
C: -3.768812 0.950058 -0.414218  -0.289
C: -4.836166 1.848851 -0.503059  -0.105
C: -6.149474 1.429123 -0.337649  -0.068
C: -6.421409 0.099453 -0.057977  -0.074
C: -5.376467 -0.809964 0.040893  -0.076
C: -4.068347 -0.390198 -0.147865  -0.132
H: -1.548544 6.616857 2.185013  0.107
H: -0.056246 6.087614 0.285680  0.108
H: -0.319182 3.966158 -0.936471  0.104
H: -3.609162 2.921974 1.600521  0.095
H: -3.342169 5.038343 2.819509  0.108
H: -1.763491 2.098818 -2.075796  0.031
H: -4.645699 2.894868 -0.715739  0.108
H: -6.958277 2.142375 -0.428699  0.109
H: -7.443605 -0.230053 0.075336  0.107
H: -5.584072 -1.851390 0.252830  0.105
H: -3.270914 -1.120688 -0.089861  0.089
Cl: -3.483132 0.455690 -4.322133  0.625
C: -2.423922 -0.835366 -3.705518  -0.464
C: -1.343326 -0.209370 -2.848441  -0.755
O: -0.418142 0.414473 -3.323110  -0.005
O: -1.548730 -0.377730 -1.563196  -0.328
H: -1.963304 -1.334861 -4.554008  0.085
H: -3.034195 -1.521909 -3.128456  0.081

Forces on atoms 1 to 6 (eV/Å):
Ru 0.0 0.3 -0.2
N 0.1 0.1 0.0
P 0.2 0.0 0.2
C 0.0 0.0 0.0
C 0.0 0.0 0.0
C 0.0 0.0 0.0

Its expectation value of S² is 0.76. The spin multiplicity is 2. The LUMO energy (alpha / beta) comes out at -0.0970 / -0.1057 hartree. The total charge is +1. For the frontier orbital gap (alpha / beta), the calculation gives 0.287 / 0.278 hartree.

---

Quick rundown of molar mass, same order as above: 905.35 853.37 g mol⁻¹
Quick rundown of F_max, same order as above: 1.4 0.5 eV Å⁻¹